{
  "formula": "C45H36As2F3NNiSb",
  "method": "wB97M-V/def2-TZVPD",
  "e_above_lowest_kcal_mol": 23.8,
  "total_charge": 1,
  "gap_ev": [8.017, 7.417],
  "spin_multiplicity": 3,
  "total_energy_ha": -8310.56795,
  "elements": ["Sb", "As", "As", "Ni", "F", "F", "F", "N", "C", "C", "C", "C", "C", "C", "C", "C", "C", "C", "C", "C", "C", "C", "C", "C", "C", "C", "C", "C", "C", "C", "C", "C", "C", "C", "C", "C", "C", "C", "C", "C", "C", "C", "C", "C", "C", "C", "C", "C", "C", "C", "C", "C", "C", "H", "H", "H", "H", "H", "H", "H", "H", "H", "H", "H", "H", "H", "H", "H", "H", "H", "H", "H", "H", "H", "H", "H", "H", "H", "H", "H", "H", "H", "H", "H", "H", "H", "H", "H", "H"],
  "positions_angstrom": [[2.0314, 0.4608, 0.0051], [-1.7198, 1.3159, 0.4226], [-1.4071, -1.7841, -0.7281], [-0.0765, -0.4744, 0.7321], [3.2443, 5.1297, 3.9463], [7.8035, 0.0300, -2.2134], [1.6135, -5.4153, 2.1129], [-1.6647, -1.6500, 3.1320], [1.8662, -3.1657, 2.6843], [-2.0107, 3.1310, 2.6394], [-0.4126, 4.2659, -2.2953], [2.8160, 4.3151, 1.7941], [-1.5532, 2.9445, -0.6337], [-2.2936, -2.0015, -3.4706], [1.7688, -2.5412, -0.0230], [4.8958, -0.6554, -0.2100], [1.6739, -3.8629, 0.3712], [-1.2637, -1.5326, -2.6539], [-0.1250, -0.6895, -4.6045], [4.3794, 1.0503, -1.8305], [-3.1963, 0.4548, -0.5670], [5.6733, 0.9908, -2.3225], [-0.4854, 3.1297, -1.5017], [6.1922, -0.7270, -0.6937], [1.9636, -1.8468, 2.2785], [2.9932, 4.0898, 3.1468], [6.5557, 0.0986, -1.7422], [-2.2411, -1.8063, -4.8404], [-2.5636, 3.9018, -0.5704], [-1.6641, -5.9199, -1.4585], [-3.5236, 1.2566, 2.6944], [2.9161, 2.8251, 3.6966], [1.9234, -1.5090, 0.9196], [-2.3137, -6.3891, -0.3254], [3.9905, 0.2336, -0.7748], [-2.3679, -4.1618, 0.5774], [-3.5401, 2.8693, 4.4730], [-1.7479, -3.6853, -0.5751], [-3.1927, -1.0586, -0.3772], [-1.0064, -1.1823, 2.3040], [-2.5297, 3.5816, 3.8424], [2.6444, 1.7484, 2.8653], [-0.1864, -0.8724, -3.2294], [-2.6559, -5.5130, 0.6944], [-4.0367, 1.7076, 3.9001], [2.4598, 1.9413, 1.5017], [1.7181, -4.1496, 1.7249], [-1.1548, -1.1520, -5.4085], [-2.5162, 1.9713, 2.0572], [-2.4922, 5.0341, -1.3655], [2.5414, 3.2317, 0.9780], [-1.3744, -4.5702, -1.5833], [-1.4159, 5.2199, -2.2232], [-3.9050, 0.3388, 2.2640], [0.2860, 2.3730, -1.5779], [6.9159, -1.4082, -0.2673], [-3.1257, -2.5356, -3.0277], [-0.8623, -4.2043, -2.4644], [-4.8171, 1.1468, 4.3964], [3.0696, 2.6928, 4.7590], [-2.5458, -7.4417, -0.2310], [-3.4112, -1.3230, 0.6599], [0.4227, 4.4050, -2.9696], [-1.3595, 6.1090, -2.8373], [-1.2183, 3.6831, 2.1460], [4.5990, -1.2960, 0.6112], [-1.3831, -6.6046, -2.2481], [1.8790, -3.4297, 3.7328], [-3.9377, 3.2154, 5.4179], [2.8903, 5.3177, 1.3954], [6.0012, 1.6164, -3.1414], [-3.0217, 0.7080, -1.6144], [-4.1437, 0.9004, -0.2641], [-3.2778, 5.7766, -1.3181], [-3.1420, -5.8831, 1.5873], [-3.9229, -1.5518, -1.0178], [1.7621, -2.3176, -1.0857], [2.3960, 3.4007, -0.0845], [3.6767, 1.7440, -2.2791], [2.5872, 0.7662, 3.3102], [2.0654, -1.0879, 3.0387], [-1.1157, -0.9982, -6.4788], [0.7280, -0.1898, -5.0445], [-2.5971, -3.4804, 1.3889], [1.5517, -4.6599, -0.3495], [-3.0473, -2.1648, -5.4668], [-2.1472, 4.4904, 4.2881], [0.6139, -0.4835, -2.6095], [-3.3960, 3.7625, 0.1092]],
  "atomic_forces_ev_per_a": [[1.99, 0.60, -0.15], [-0.38, 0.40, -0.18], [-0.49, -0.25, -0.75], [-1.60, -0.38, 0.64], [0.03, 0.07, 0.06], [0.06, 0.00, -0.02], [-0.02, -0.13, 0.03], [0.03, 0.01, -0.04], [0.02, 0.05, 0.11], [0.06, -0.06, -0.12], [-0.03, 0.04, 0.01], [0.00, 0.08, -0.02], [0.06, -0.13, 0.14], [0.07, -0.01, 0.10], [0.20, -0.05, 0.08], [0.01, -0.02, 0.04], [0.00, 0.01, -0.10], [-0.14, -0.02, 0.13], [-0.03, -0.02, -0.04], [-0.01, 0.03, -0.04], [0.19, -0.20, 0.07], [0.05, 0.00, -0.03], [0.04, -0.13, -0.03], [0.02, -0.03, 0.01], [0.19, -0.13, -0.07], [-0.02, -0.10, -0.11], [-0.10, 0.01, 0.04], [-0.04, 0.00, -0.01], [0.03, -0.09, 0.07], [0.01, -0.05, 0.00], [0.01, -0.07, -0.14], [0.00, 0.01, 0.07], [-0.03, 0.13, 0.18], [0.01, -0.03, 0.00], [-0.22, 0.05, -0.13], [0.06, 0.17, 0.02], [-0.03, -0.03, 0.02], [0.23, 0.02, 0.12], [0.06, 0.13, 0.21], [-0.14, -0.03, -0.06], [0.01, 0.04, 0.03], [0.01, -0.01, 0.03], [0.09, 0.04, 0.12], [0.00, -0.02, 0.03], [0.01, 0.04, 0.04], [-0.18, -0.26, -0.24], [0.01, 0.17, -0.05], [0.02, 0.03, -0.01], [0.08, -0.06, 0.02], [-0.02, 0.05, -0.02], [-0.02, -0.10, -0.02], [0.04, 0.18, 0.02], [0.04, 0.01, -0.01], [0.00, -0.01, 0.02], [0.03, -0.01, 0.00], [0.01, 0.01, -0.02], [-0.05, 0.00, -0.07], [-0.03, -0.03, -0.06], [0.00, 0.00, -0.01], [-0.02, 0.01, 0.00], [0.01, 0.00, -0.01], [-0.03, -0.06, -0.04], [0.00, -0.01, 0.00], [-0.02, 0.00, 0.00], [-0.01, 0.04, 0.04], [0.03, -0.01, 0.00], [0.00, 0.00, 0.01], [0.00, -0.03, -0.02], [0.00, 0.02, -0.02], [0.00, 0.01, 0.04], [0.01, -0.01, 0.01], [0.00, 0.05, 0.00], [0.02, 0.05, 0.05], [0.00, -0.01, 0.02], [0.00, 0.02, 0.00], [0.03, -0.02, -0.04], [-0.08, 0.03, -0.01], [-0.01, 0.07, 0.01], [0.03, 0.00, -0.02], [0.02, 0.01, -0.01], [-0.07, 0.01, 0.00], [0.01, -0.02, 0.00], [-0.02, 0.03, 0.00], [-0.06, -0.07, 0.03], [0.01, -0.02, 0.03], [0.01, -0.01, 0.00], [0.02, -0.01, 0.00], [0.00, -0.03, 0.03], [-0.01, 0.05, -0.02]],
  "mulliken_charge": [0.217, 1.565, 1.304, 1.461, -0.327, -0.315, -0.351, -0.792, -0.717, -0.457, -0.879, -0.639, 0.195, -0.581, -0.290, -0.340, -0.348, 0.285, -0.923, -0.561, -1.654, -0.531, 0.141, -0.676, -0.782, 0.259, 0.241, -0.791, -0.462, -0.758, -0.236, -0.838, 0.357, -0.580, 0.261, -0.427, -0.540, 0.442, -0.735, -0.161, -0.717, -0.172, -0.147, -0.774, -0.756, 0.759, 0.259, -0.523, 0.151, -0.792, -0.694, -0.394, -0.516, 0.168, 0.373, 0.467, 0.384, 0.481, 0.428, 0.489, 0.406, 0.539, 0.454, 0.403, 0.469, 0.419, 0.415, 0.502, 0.390, 0.481, 0.459, 0.538, 0.586, 0.427, 0.460, 0.718, 0.418, 0.226, 0.423, 0.311, 0.312, 0.406, 0.465, 0.204, 0.505, 0.422, 0.424, 0.242, 0.462]
}